No. 1
50
Properties=species:S:1:pos:R:3:forces:R:3 method="wB97M-V/def2-TZVPD" homo_lumo_gap_ha=0.2961 e_tot_ev=-53706.3412 e_above_lowest_kj_mol=3.8 lumo_ev=0.4 homo_energy_ev=-7.68
O 1.0864 1.0190 3.2649 0.0 -0.2 0.0
C 0.2085 1.8607 3.1600 0.2 -0.1 0.1
C -0.5893 2.2180 4.3573 -0.2 0.3 0.5
C -0.9537 1.3312 5.3292 0.1 0.1 -0.5
C -1.5772 1.9294 6.4416 -0.1 0.4 0.2
C -1.6524 3.2828 6.3184 0.2 -0.1 -0.4
Cl -2.3187 4.3824 7.4423 0.0 0.1 0.1
S -0.9741 3.8479 4.8273 -0.1 -0.5 0.4
N -0.0279 2.5209 2.0011 0.2 0.2 -0.1
C -1.2604 3.1775 1.6349 -0.5 -0.1 -0.1
C -2.0468 2.2896 0.6671 0.2 0.2 -0.1
C -1.2048 1.9261 -0.5553 0.0 -0.3 0.2
C 0.0871 1.2406 -0.1057 0.1 0.3 0.1
N 1.0220 0.9271 -1.1824 -0.1 0.1 0.0
C 0.5039 0.6540 -2.5059 -0.3 -0.1 -0.1
C -0.1238 -0.7417 -2.6632 0.2 0.3 -0.1
N 0.8680 -1.7340 -2.3137 0.1 0.5 0.0
C 0.7889 -3.0169 -2.8327 -0.1 -0.5 -0.2
C 1.8852 -3.8823 -2.7178 -0.1 0.1 0.1
C 1.8646 -5.1447 -3.2715 -0.2 -0.2 -0.1
C 0.7412 -5.5594 -3.9634 -0.1 0.1 0.0
F 0.7173 -6.7980 -4.5119 0.0 0.1 0.0
C -0.3551 -4.7327 -4.1059 0.2 -0.4 -0.1
C -0.3299 -3.4726 -3.5389 0.1 0.2 0.2
C 1.3654 -1.5292 -0.9669 0.1 0.2 0.1
C 1.9645 -0.1234 -0.8345 0.0 -0.2 0.1
C 0.8030 2.2063 0.8598 0.3 -0.4 -0.1
H -0.7774 0.2749 5.2380 0.1 -0.2 0.0
H -1.9431 1.3889 7.2945 -0.1 0.0 0.2
H -1.8623 3.3829 2.5179 0.1 0.0 -0.1
H -1.0139 4.1286 1.1509 0.0 0.0 0.0
H -2.9522 2.8112 0.3540 -0.1 0.0 0.0
H -2.3437 1.3766 1.1890 -0.1 0.0 0.0
H -1.7897 1.2710 -1.2023 0.0 0.0 -0.1
H -0.9582 2.8331 -1.1111 0.0 0.0 -0.1
H -0.1885 0.3389 0.4672 0.0 0.1 0.0
H 1.3576 0.7147 -3.1890 -0.1 0.0 -0.1
H -0.2118 1.4210 -2.7969 0.0 0.0 0.0
H -1.0232 -0.8272 -2.0303 -0.1 0.0 -0.1
H -0.4121 -0.8708 -3.7071 -0.1 0.0 0.0
H 2.7763 -3.5560 -2.2052 0.1 0.1 0.0
H 2.7128 -5.8048 -3.1806 0.1 -0.1 0.0
H -1.2225 -5.0787 -4.6459 -0.1 -0.1 -0.1
H -1.2046 -2.8501 -3.6396 -0.1 0.1 0.0
H 0.5417 -1.6450 -0.2423 0.1 -0.1 0.0
H 2.1233 -2.2711 -0.7259 0.0 0.0 0.0
H 2.8158 -0.0339 -1.5154 0.1 -0.1 0.1
H 2.3186 0.0214 0.1856 0.0 0.0 0.0
H 1.7258 1.7653 1.2343 -0.1 0.1 -0.1
H 1.0398 3.1307 0.3262 0.0 0.0 -0.1



No. 2
96
Properties=species:S:1:pos:R:3:forces:R:3 method="wB97M-V/def2-TZVPD" homo_lumo_gap_ha=0.2413 e_tot_ev=-73504.4890 e_above_lowest_kj_mol=74.1 lumo_ev=-3.2 total_charge=+1 homo_energy_ev=-9.76
Pb 0.8283 2.3458 2.4503 0.0 0.1 0.0
F -1.0389 -3.9947 0.0422 0.0 0.0 0.1
C -1.6345 -2.8236 -0.2938 0.0 0.0 0.0
C -1.2815 -1.6672 0.3319 0.0 0.0 0.0
C -1.9050 -0.4737 -0.0475 0.0 0.0 0.0
C -1.4712 0.7788 0.6022 0.0 -0.1 0.1
O -0.6959 0.6851 1.5702 0.0 0.0 0.0
C -1.9928 1.9774 0.0255 0.0 0.0 0.0
C -2.9601 1.8680 -0.9272 0.0 0.0 0.0
N -3.4517 0.7161 -1.4297 0.0 0.0 0.0
C -4.4315 0.7575 -2.4891 0.0 0.0 0.0
C -5.5877 1.6944 -2.3513 0.0 0.0 0.0
C -5.8064 0.2159 -2.2213 0.0 0.0 0.0
C -2.8768 -0.4823 -1.0510 0.0 0.0 0.0
C -3.2254 -1.6908 -1.6757 0.0 0.0 0.0
C -2.6049 -2.8584 -1.3028 0.0 -0.1 0.0
N -2.9487 -4.0970 -1.9495 0.1 0.1 0.0
C -3.6707 -5.0224 -1.0726 0.0 0.0 0.0
C -3.9693 -6.3043 -1.8692 0.0 0.0 0.0
N -3.8125 -5.9815 -3.3264 0.0 0.0 0.0
C -2.3727 -5.6994 -3.6644 0.0 0.0 0.0
C -1.8108 -4.7778 -2.5720 0.0 -0.1 0.0
C -1.5285 3.4100 0.2973 0.0 0.0 -0.1
O -2.1014 4.2929 -0.3288 0.0 0.0 0.0
O -0.5582 3.5733 1.1056 0.0 0.0 0.0
H -0.5231 -1.6443 1.1028 0.0 0.0 0.0
H -3.3641 2.7868 -1.3321 0.0 0.0 0.0
H -4.0102 0.6162 -3.4785 0.0 0.0 0.0
H -5.9269 2.1950 -3.2459 0.0 0.0 0.0
H -5.6476 2.2860 -1.4489 0.0 0.0 0.0
H -6.3099 -0.3085 -3.0216 0.0 0.0 0.0
H -5.9928 -0.1667 -1.2269 0.0 0.0 0.0
H -3.9685 -1.7203 -2.4587 0.0 0.0 0.0
H -4.5968 -4.5430 -0.7577 0.0 0.0 0.0
H -3.0990 -5.2889 -0.1782 0.0 0.0 0.0
H -4.9808 -6.6680 -1.7067 0.0 0.0 0.0
H -3.2681 -7.1081 -1.6539 0.0 0.0 0.0
H -4.3366 -5.1227 -3.5087 0.0 0.0 0.0
H -4.1838 -6.7251 -3.9153 0.0 0.0 0.0
H -2.3653 -5.2359 -4.6486 0.0 0.0 0.0
H -1.8580 -6.6567 -3.7143 0.0 0.0 0.0
H -1.1536 -4.0382 -3.0238 0.0 0.0 0.0
H -1.2211 -5.3480 -1.8473 0.0 0.0 0.0
N 2.2259 1.7613 0.9874 0.0 0.0 0.1
P 2.5616 1.8782 -0.5110 0.0 0.0 -0.1
C 3.9520 0.7838 -0.9534 0.0 0.0 0.1
C 4.5353 0.0518 0.0741 0.0 0.0 0.0
C 5.6021 -0.7983 -0.1889 0.0 0.0 0.0
C 6.0918 -0.9182 -1.4801 0.0 0.0 0.0
C 5.5128 -0.1884 -2.5120 0.0 0.0 0.0
C 4.4476 0.6572 -2.2491 0.0 0.0 0.0
C 3.0519 3.5408 -1.0693 0.0 0.0 -0.1
C 3.1433 3.9078 -2.4123 0.0 0.0 0.0
C 3.5572 5.1816 -2.7657 0.0 0.0 0.0
C 3.8831 6.1047 -1.7804 0.0 0.0 0.0
C 3.7952 5.7493 -0.4441 0.0 0.0 0.0
C 3.3830 4.4718 -0.0918 0.0 0.0 0.0
C 1.2801 1.3793 -1.7260 0.0 0.0 0.0
C 1.1523 0.0328 -2.0716 0.0 0.0 0.0
C 0.1713 -0.3773 -2.9598 0.0 0.0 0.0
C -0.6956 0.5543 -3.5202 0.0 0.0 0.0
C -0.5906 1.8914 -3.1662 0.0 0.0 0.0
C 0.3860 2.2988 -2.2656 0.0 0.1 0.0
H 4.1372 0.1689 1.0745 0.0 0.0 0.0
H 6.0537 -1.3622 0.6174 0.0 0.0 0.0
H 6.9271 -1.5755 -1.6852 0.0 0.0 0.0
H 5.8958 -0.2757 -3.5206 0.0 0.0 0.0
H 4.0047 1.2158 -3.0645 0.0 0.0 0.0
H 2.8709 3.2081 -3.1930 0.0 0.0 0.0
H 3.6186 5.4585 -3.8102 0.0 0.0 0.0
H 4.2001 7.1017 -2.0572 0.0 0.0 0.0
H 4.0434 6.4668 0.3269 0.0 0.0 0.0
H 3.3170 4.1823 0.9493 0.0 0.0 0.0
H 1.8377 -0.6954 -1.6530 0.0 0.0 0.0
H 0.1037 -1.4247 -3.2326 0.0 0.0 0.0
H -1.4440 0.2413 -4.2399 0.0 0.0 0.0
H -1.2641 2.6268 -3.5899 0.0 0.0 0.0
H 0.4479 3.3446 -1.9854 0.0 0.0 0.0
C 0.0431 -0.4120 6.7720 0.0 0.0 0.0
C 1.3519 0.3683 6.8255 0.0 0.0 0.0
C 2.5325 -0.5959 6.8435 0.0 0.0 0.0
C 1.3729 1.2538 8.0745 0.0 0.0 0.0
N 1.3940 1.1499 5.5722 0.0 0.0 0.0
N 2.4897 2.0341 5.3943 0.0 0.0 0.0
H -0.0677 -1.0378 7.6580 0.0 0.0 0.0
H 0.0168 -1.0478 5.8865 0.0 0.0 0.0
H -0.8132 0.2663 6.7340 0.0 0.0 0.0
H 2.4801 -1.2421 7.7205 0.0 0.0 0.0
H 3.4835 -0.0623 6.8880 0.0 0.0 0.0
H 2.5260 -1.2201 5.9488 0.0 0.0 0.0
H 1.2803 0.6451 8.9750 0.0 0.0 0.0
H 0.5429 1.9639 8.0616 0.0 0.0 0.0
H 2.3060 1.8133 8.1652 0.0 0.0 0.0
H 0.5523 1.7129 5.5107 0.0 0.0 0.0
H 3.2910 1.4914 5.0999 0.0 0.0 0.0
H 2.7370 2.5232 6.2507 0.0 0.0 0.0



No. 3
9
Properties=species:S:1:pos:R:3:forces:R:3 method="wB97M-V/def2-TZVPD" homo_lumo_gap_ha=0.3818 e_tot_ev=-23463.8844 e_above_lowest_kj_mol=22.3 lumo_ev=0.8 homo_energy_ev=-9.56
N -0.7685 -1.3261 -0.3239 1.5 -0.1 2.0
Si -0.6012 0.3433 0.2943 1.1 -3.0 -2.5
N 0.3940 1.1950 -0.8158 -3.9 1.6 1.5
Cl -2.2900 1.3002 0.0230 -2.4 1.3 -0.3
H -1.6229 -1.4640 -0.7896 -1.1 -0.3 -0.9
H -0.5824 -2.1614 0.2908 -0.3 1.6 -0.8
H -0.6108 0.1219 1.6781 1.0 0.3 1.7
H -0.0536 2.0983 -1.0744 1.1 -1.0 0.2
H 1.3042 1.0729 -1.0505 3.0 -0.3 -0.8



No. 4
24
Properties=species:S:1:pos:R:3:forces:R:3 method="wB97M-V/def2-TZVPD" homo_lumo_gap_ha=0.4213 e_tot_ev=-16639.2761 e_above_lowest_kj_mol=263.8 lumo_ev=0.0 homo_energy_ev=-11.44
O 12.1162 -19.6769 -35.8403 0.1 0.2 -0.2
H 11.9544 -19.7262 -34.8981 -0.1 0.0 0.3
H 12.2456 -20.5863 -36.1095 0.0 -0.2 -0.1
O 15.4582 -17.6235 -30.7748 -0.3 0.0 0.0
H 16.0000 -17.3202 -31.5033 0.2 0.1 -0.3
H 16.0860 -17.8810 -30.0998 0.1 -0.1 0.2
O 10.6568 -22.2116 -25.6380 0.0 0.1 0.2
H 9.8298 -22.3042 -26.1109 -0.2 0.0 -0.1
H 11.3160 -22.5639 -26.2361 0.3 -0.1 -0.1
O 12.1590 -20.2531 -31.6223 -0.2 -0.1 -0.3
H 12.2359 -20.8348 -30.8661 0.0 -0.2 0.2
H 12.7780 -19.5450 -31.4444 0.2 0.3 0.0
O 14.1418 -23.3054 -28.0052 -0.3 0.1 0.0
H 14.9395 -22.7765 -27.9966 0.2 0.2 0.0
H 14.4353 -24.1783 -28.2661 0.0 -0.3 -0.1
O 17.0521 -17.1989 -34.5390 0.1 0.0 0.3
H 16.3666 -17.8093 -34.8106 -0.2 -0.2 -0.1
H 17.1177 -16.5747 -35.2617 0.0 0.2 -0.2
O 12.7597 -14.1555 -30.6768 -0.2 0.2 0.1
H 13.1616 -14.3078 -31.5322 0.1 0.0 -0.2
H 13.1344 -14.8313 -30.1119 0.1 -0.2 0.2
O 9.3683 -23.6656 -32.8828 0.0 -0.1 -0.2
H 10.0041 -23.0182 -32.5781 0.2 0.2 0.0
H 9.0033 -24.0395 -32.0807 -0.1 -0.1 0.2



No. 5
18
Properties=species:S:1:pos:R:3:forces:R:3 method="wB97M-V/def2-TZVPD" homo_lumo_gap_ha=0.3815 e_tot_ev=-8797.6190 e_above_lowest_kj_mol=0.0 lumo_ev=1.2 homo_energy_ev=-9.15
C -1.2444 -0.6300 -1.0762 0.1 0.2 0.2
C -0.4155 0.5875 -0.6793 0.2 -0.1 0.0
C 0.3317 0.4424 0.6655 -0.3 0.2 -0.1
C -0.6264 0.5556 1.8470 0.2 0.1 -0.1
N 1.0917 -0.7873 0.8158 0.2 -0.2 0.0
H -0.6198 -1.5172 -1.1828 0.0 0.0 0.0
H -1.7418 -0.4500 -2.0249 -0.1 0.0 -0.1
H -2.0113 -0.8332 -0.3295 -0.1 -0.1 0.0
H 0.3172 0.7890 -1.4664 -0.2 0.1 0.1
H -1.0644 1.4617 -0.6147 0.0 0.1 -0.1
H 1.0542 1.2653 0.7292 -0.1 0.0 0.0
H -1.3255 -0.2818 1.8558 -0.1 0.0 0.0
H -1.1921 1.4855 1.7993 -0.1 0.0 0.0
H -0.0613 0.5301 2.7753 0.0 0.0 0.1
H 1.7516 -0.9098 0.0557 -0.2 -0.1 0.3
H 0.4684 -1.5883 0.8166 0.1 0.0 0.0
N 2.5794 0.4614 -2.1467 0.2 -0.7 0.1
N 2.7082 -0.5808 -1.8394 0.1 0.7 -0.4



No. 6
19
Properties=species:S:1:pos:R:3:forces:R:3 method="wB97M-V/def2-TZVPD" homo_lumo_gap_ha=0.3032 e_tot_ev=-17694.0006 e_above_lowest_kj_mol=452.1 lumo_ev=-4.0 total_charge=+1 homo_energy_ev=-12.24
C -0.5023 0.4131 -1.8009 0.0 -1.4 -0.8
C 0.6406 1.2727 -2.3265 -3.6 1.8 -0.8
C -0.6340 0.4963 1.9014 -1.9 -0.1 -1.3
C 1.3982 -0.8338 1.7148 -1.2 -2.1 -3.3
C -0.3940 -1.3371 0.2036 2.0 1.6 0.5
N 0.0179 -0.5839 1.1433 1.7 0.3 1.8
S -1.9242 0.3908 -2.6903 0.4 -0.9 1.1
H 0.9013 1.7932 -1.4278 1.2 0.3 0.4
H 0.1114 2.0850 -2.9529 1.4 -0.9 0.3
H 1.4548 0.8226 -2.8914 -0.1 -0.3 0.4
H -1.4686 -0.0253 2.4632 1.5 1.0 0.6
H 0.2096 1.1080 2.3151 -1.4 -0.7 0.4
H -1.2566 1.1546 1.2388 0.9 -0.5 0.1
H 1.6984 -1.7667 1.1669 0.4 1.0 0.9
H 2.0550 -0.0335 1.5419 0.7 1.2 -0.6
H 1.3398 -0.9921 2.7350 -0.4 -0.5 2.0
H 0.3311 -1.9653 -0.2144 0.8 -1.1 -0.5
H -1.3305 -1.4008 -0.1681 -3.0 0.2 -0.7
H -2.6478 -0.5975 -1.9519 0.8 1.3 -0.7